# 1
Computed, not measured: the molecule C2H6N2O in a non-equilibrium geometry, with the ωB97M-V functional and the def2-TZVPD basis.

Results
net charge	0
energy above the lowest of the compared OMol25 structures with the same formula, charge and spin	3.500	eV
maximum force	4.58	eV/A
total energy	-264.458688	a.u.
SMILES	CC(=O)NN
HOMO energy	-9.607	eV

Each line ends with the Mulliken charge.
Atoms and positions in Å:
C (-0.5636, 0.4148, -1.2579)  -0.84
C (-0.6830, 0.6953, 0.2605)  0.70
O (-1.4741, 1.3822, 0.9179)  -0.60
N (0.2671, 0.0948, 1.0868)  -0.16
N (1.2233, -1.1847, 0.9195)  -0.62
H (0.4093, 0.5242, -1.7109)  0.24
H (-0.8094, -0.5962, -0.8296)  0.23
H (-1.2176, 1.0190, -1.9015)  0.27
H (0.5638, 0.4819, 1.9364)  0.22
H (0.6210, -2.0236, 0.5613)  0.27
H (1.6632, -0.8077, 0.0175)  0.27

***

# 2
Computed, not measured: the molecule C2H6N2O in a non-equilibrium geometry, with the ωB97M-V functional and the def2-TZVPD basis.

Results
net charge	0
energy above the lowest of the compared OMol25 structures with the same formula, charge and spin	4.524	eV
maximum force	3.84	eV/A
total energy	-264.421042	a.u.
SMILES	C/N=[N+](/C)[O-]
HOMO energy	-9.733	eV

Each line ends with the Mulliken charge.
Atoms and positions in Å:
C (-1.8244, -0.0609, 0.0432)  -0.83
N (-0.4593, 0.3479, 0.0053)  -0.56
N (0.4611, -0.4638, -0.0998)  0.85
C (1.7858, 0.4665, 0.0331)  -0.53
O (0.4042, -1.6735, -0.0900)  -0.66
H (-2.1736, -0.4302, -0.8672)  0.33
H (-2.5276, 0.7056, 0.1183)  0.34
H (-1.8796, -0.7840, 0.7397)  0.31
H (1.5168, 1.5306, -0.3011)  0.25
H (2.1733, 0.4313, 1.0521)  0.27
H (2.5233, -0.0695, -0.6335)  0.23

***

# 3
Computed, not measured: the molecule C2H6N2O in a non-equilibrium geometry, with the ωB97M-V functional and the def2-TZVPD basis.

Results
net charge	0
energy above the lowest of the compared OMol25 structures with the same formula, charge and spin	5.260	eV
maximum force	4.04	eV/A
total energy	-264.394018	a.u.
HOMO energy (spin up / spin down)	-8.198 / -8.199	eV

Each line ends with the Mulliken charge.
Atoms and positions in Å:
C (-1.6040, 0.5095, 0.2151)  -0.30
C (-0.1868, 0.4813, -0.3652)  -0.02
N (1.9639, -0.7728, -0.0158)  -0.63
N (0.8470, 0.0724, 0.3840)  0.00
O (-2.0594, -0.8111, -0.1476)  -0.66
H (-1.5515, 0.4870, 1.2866)  0.23
H (-2.2390, 1.3862, -0.2537)  0.23
H (-0.1085, 0.0721, -1.4271)  0.31
H (1.6517, -1.6174, -0.5132)  0.29
H (2.4593, -0.0532, -0.5789)  0.28
H (0.8274, 0.2459, 1.4156)  0.26

***

# 4
Computed, not measured: the molecule C2H6N2O in a non-equilibrium geometry, with the ωB97M-V functional and the def2-TZVPD basis.

Results
net charge	0
energy above the lowest of the compared OMol25 structures with the same formula, charge and spin	4.649	eV
maximum force	4.30	eV/A
total energy	-264.416469	a.u.
SMILES	[H]/N=C/NOC
HOMO energy	-8.931	eV

Each line ends with the Mulliken charge.
Atoms and positions in Å:
H (-0.8253, 1.1358, 2.2992)  0.23
N (-0.6157, 0.9988, 1.2191)  -0.63
C (-1.1392, 0.0208, 0.6661)  0.12
N (-0.7412, -0.3913, -0.6402)  -0.21
O (0.1912, 0.2291, -1.3913)  -0.26
C (1.3855, -0.0460, -0.6135)  -0.47
H (-1.9131, -0.6828, 1.1699)  0.30
H (-1.3891, -0.8137, -1.3329)  0.23
H (1.4760, -1.2176, -0.4285)  0.22
H (1.2948, 0.6382, 0.4362)  0.25
H (2.2759, 0.1286, -1.3842)  0.23

***

# 5
Computed, not measured: the molecule C2H6N2O in a non-equilibrium geometry, with the ωB97M-V functional and the def2-TZVPD basis.

Results
net charge	0
energy above the lowest of the compared OMol25 structures with the same formula, charge and spin	2.118	eV
maximum force	5.61	eV/A
total energy	-264.509473	a.u.
SMILES	CNC(N)=O
HOMO energy	-9.662	eV

Each line ends with the Mulliken charge.
Atoms and positions in Å:
C (-0.2933, 0.2101, 1.8581)  -0.62
N (0.2142, 0.7053, 0.5985)  -0.40
C (-0.0409, -0.1253, -0.5169)  0.58
N (0.7678, 0.1645, -1.6219)  -0.42
O (-0.8561, -1.0321, -0.4979)  -0.58
H (-0.3971, 1.1090, 2.6780)  0.24
H (-1.4284, -0.1299, 1.4368)  0.25
H (0.3235, -0.7891, 2.3857)  0.21
H (1.4443, 0.9110, 0.6429)  0.30
H (1.2895, 1.0617, -1.6691)  0.22
H (0.7472, -0.5035, -2.3749)  0.22

***

# 6
Computed, not measured: the molecule C2H6N2O in a non-equilibrium geometry, with the ωB97M-V functional and the def2-TZVPD basis.

Results
net charge	0
energy above the lowest of the compared OMol25 structures with the same formula, charge and spin	2.773	eV
maximum force	3.02	eV/A
total energy	-264.485420	a.u.
SMILES	CN(N)C=O
HOMO energy	-9.320	eV

Each line ends with the Mulliken charge.
Atoms and positions in Å:
C (0.9150, -0.6957, 0.0464)  -0.83
N (-0.2551, 0.1449, -0.0692)  0.26
N (0.0686, 1.4695, -0.0631)  -0.65
C (-1.5186, -0.4219, -0.0451)  0.20
O (-2.5381, 0.2725, 0.0153)  -0.54
H (1.8047, -0.2258, -0.6056)  0.25
H (1.1757, -0.6612, 1.1973)  0.28
H (0.8233, -1.7830, -0.4315)  0.28
H (0.7917, 1.7077, -0.7905)  0.29
H (0.3310, 1.7533, 0.9245)  0.24
H (-1.5981, -1.5602, -0.1785)  0.22

***

# 7
Computed, not measured: the molecule C2H6N2O in a non-equilibrium geometry, with the ωB97M-V functional and the def2-TZVPD basis.

Results
net charge	0
energy above the lowest of the compared OMol25 structures with the same formula, charge and spin	7.351	eV
maximum force	6.36	eV/A
total energy	-264.317175	a.u.
HOMO energy	-8.586	eV

Each line ends with the Mulliken charge.
Atoms and positions in Å:
N (1.0517, 0.0171, -1.4695)  -0.61
C (0.0014, 0.7636, -0.8158)  -0.45
C (0.0000, 0.0578, 0.6513)  0.45
N (-0.0565, -1.3406, 0.4685)  -0.38
O (-1.0210, 0.5438, 1.3818)  -0.56
H (1.4546, 0.4823, -2.2857)  0.22
H (1.0540, 0.2345, 0.8445)  0.22
H (0.2779, 1.8461, -0.7298)  0.33
H (-1.0504, 0.7945, -1.2960)  0.29
H (0.1131, -1.3949, -0.5561)  0.27
H (-0.6557, -1.9768, 0.9629)  0.22

***

# 8
Computed, not measured: the molecule C2H6N2O in a non-equilibrium geometry, with the ωB97M-V functional and the def2-TZVPD basis.

Results
net charge	0
energy above the lowest of the compared OMol25 structures with the same formula, charge and spin	0.805	eV
maximum force	1.08	eV/A
total energy	-264.557727	a.u.
SMILES	NCNC=O
HOMO energy	-9.731	eV

Each line ends with the Mulliken charge.
Atoms and positions in Å:
N (1.7431, 0.2636, -0.9842)  -0.60
C (0.7135, 0.9204, -0.1782)  -0.44
N (-0.6312, 0.4202, -0.3371)  -0.19
C (-1.2343, -0.4639, 0.5043)  0.06
O (-0.6707, -1.1576, 1.3102)  -0.53
H (1.3834, -0.6684, -1.1791)  0.27
H (1.6889, 0.6963, -1.9069)  0.24
H (0.7027, 1.9892, -0.3983)  0.34
H (0.9493, 0.8209, 0.8757)  0.31
H (-1.1971, 0.7950, -1.0830)  0.22
H (-2.3334, -0.4557, 0.3770)  0.32

***

# 9
Computed, not measured: the molecule C2H6N2O in a non-equilibrium geometry, with the ωB97M-V functional and the def2-TZVPD basis.

Results
net charge	0
energy above the lowest of the compared OMol25 structures with the same formula, charge and spin	3.304	eV
maximum force	10.99	eV/A
total energy	-264.465911	a.u.
SMILES	CNC(N)=O
HOMO energy	-9.554	eV

Each line ends with the Mulliken charge.
Atoms and positions in Å:
C (-0.4949, -0.1130, 1.5694)  -0.69
N (-0.1003, 0.2749, 0.3018)  -0.33
C (-0.1136, -0.3167, -0.8273)  0.60
N (0.6067, 0.2870, -1.8740)  -0.50
O (-0.5710, -1.3815, -0.9415)  -0.57
H (-1.2761, 0.4063, 2.1564)  0.26
H (-1.1121, -1.2170, 1.4419)  0.22
H (0.4773, -0.2619, 2.2562)  0.24
H (0.9428, 0.9612, 0.4216)  0.30
H (0.6321, 1.4843, -1.7229)  0.25
H (1.0092, -0.1236, -2.7817)  0.22

***

# 10
Computed, not measured: the molecule C2H6N2O in a non-equilibrium geometry, with the ωB97M-V functional and the def2-TZVPD basis.

Results
net charge	0
energy above the lowest of the compared OMol25 structures with the same formula, charge and spin	3.464	eV
maximum force	2.26	eV/A
total energy	-264.460003	a.u.
HOMO energy	-6.943	eV

Each line ends with the Mulliken charge.
Atoms and positions in Å:
C (-1.0142, 1.1522, 0.4606)  -1.06
N (-0.6644, -0.2636, 0.5314)  0.03
C (0.4112, -0.6618, -0.1195)  0.36
O (0.8266, -1.9292, 0.0689)  -0.46
N (1.1658, 0.2702, -0.7062)  -0.60
H (1.7289, -2.0050, -0.2731)  0.35
H (-0.9104, -0.8422, 1.3291)  0.24
H (1.2211, 0.3189, -1.7113)  0.28
H (-1.6109, 1.3117, -0.4412)  0.23
H (-1.6362, 1.3861, 1.3217)  0.21
H (0.4826, 1.2627, -0.4606)  0.42